{"formula": "C67H58BrKN8O8", "method": "the ωB97M-V functional and the def2-TZVPD basis", "homo_energy_ha": [-0.051, -0.005], "charge": -2, "gap_ev": [4.63, 3.37], "e_lumo_ev": [3.23, 3.23], "species": ["K", "C", "C", "C", "C", "C", "N", "C", "C", "C", "N", "C", "C", "C", "C", "C", "C", "C", "C", "N", "C", "C", "C", "N", "C", "C", "C", "C", "O", "C", "O", "H", "H", "H", "H", "H", "H", "H", "H", "H", "H", "H", "H", "H", "H", "H", "H", "H", "H", "H", "H", "H", "H", "H", "H", "H", "H", "H", "H", "C", "O", "C", "C", "C", "Br", "C", "C", "C", "O", "C", "N", "C", "C", "C", "C", "C", "C", "N", "H", "H", "H", "H", "H", "H", "H", "H", "H", "H", "H", "C", "C", "C", "C", "C", "C", "C", "C", "C", "C", "C", "C", "C", "C", "C", "H", "H", "H", "H", "H", "H", "H", "H", "H", "H", "N", "C", "C", "C", "C", "C", "C", "C", "H", "H", "H", "H", "H", "O", "C", "O", "C", "C", "C", "C", "C", "C", "N", "O", "O", "H", "H", "H", "H"], "positions_angstrom": [[1.029981, -0.330384, -1.021101], [-1.639753, -4.049413, 4.660345], [-1.005115, -2.947988, 3.869298], [0.178875, -2.392066, 4.203588], [0.784462, -1.343816, 3.460819], [2.114313, -1.001213, 3.721324], [2.771452, -0.058111, 3.111022], [4.189922, -0.004347, 3.211293], [4.804144, 0.035245, 1.795904], [4.188513, -1.006765, 0.861749], [4.745642, -2.307623, 1.110331], [4.872280, -3.324057, 0.243506], [4.262416, -3.558266, -0.990583], [4.961122, -4.410269, -1.885068], [4.470590, -4.755369, -3.117340], [5.270115, -5.551766, -4.107057], [3.177258, -4.335586, -3.446113], [2.393939, -3.559896, -2.608939], [1.076063, -3.229372, -3.094928], [0.186219, -2.529412, -2.527110], [-0.988999, -2.248289, -3.300847], [-2.099196, -1.541767, -2.534202], [-2.779297, -2.395586, -1.457844], [-2.263752, -2.435724, -0.116731], [-1.343945, -1.660974, 0.298603], [-0.981817, -1.639739, 1.674872], [-1.773779, -2.416691, 2.720493], [0.061439, -0.758715, 2.319089], [0.808886, -0.007580, 1.441374], [2.910564, -3.085826, -1.333411], [2.247327, -2.394211, -0.547721], [-1.026249, -4.303648, 5.523593], [-1.750829, -4.940824, 4.037009], [-2.632093, -3.758324, 5.012777], [0.733144, -2.775494, 5.055303], [2.635468, -1.631532, 4.465296], [1.588460, 0.278385, 1.976596], [4.598231, -0.865442, 3.782078], [4.496263, 0.910447, 3.742549], [5.887755, -0.107572, 1.870762], [4.611254, 1.020010, 1.365902], [4.387599, -0.758569, -0.178997], [3.104839, -1.005230, 0.999022], [5.047198, -2.465767, 2.058739], [5.614680, -4.057233, 0.555362], [5.951076, -4.744504, -1.591832], [6.245870, -5.805985, -3.699916], [5.418287, -4.975820, -5.019772], [4.750497, -6.471769, -4.373435], [2.766868, -4.643387, -4.399900], [0.888224, -3.640812, -4.107470], [-1.383529, -3.174819, -3.760031], [-0.693412, -1.577184, -4.119643], [-2.858434, -1.256332, -3.266571], [-1.699599, -0.621852, -2.111888], [-2.823847, -3.441723, -1.793360], [-3.824914, -2.062738, -1.359206], [-0.848709, -0.904356, -0.313259], [-2.463288, -3.152647, 2.314652], [4.378144, 0.158618, -2.689535], [3.543421, 0.836860, -1.789666], [3.678109, 2.178229, -1.685710], [4.669167, 2.923324, -2.307284], [4.723558, 4.288571, -2.060083], [6.124195, 5.311609, -2.863627], [3.835332, 4.930968, -1.240001], [2.813817, 4.193004, -0.620651], [2.731958, 2.802126, -0.842594], [1.828821, 2.020018, -0.275087], [1.840865, 4.819169, 0.232911], [0.812550, 4.179653, 0.747781], [0.097919, 5.087221, 1.464748], [-1.084650, 4.932254, 2.181442], [-1.591389, 6.046592, 2.820506], [-0.943863, 7.280098, 2.773251], [0.235938, 7.453889, 2.066580], [0.740844, 6.348932, 1.401620], [1.845779, 6.149791, 0.612662], [4.244645, 0.531506, -3.708368], [4.090483, -0.890224, -2.655197], [5.433879, 0.243777, -2.399112], [5.384205, 2.473182, -2.975445], [3.917735, 5.994979, -1.086175], [1.162212, 2.577937, 0.200918], [-1.564199, 3.968438, 2.217840], [-2.512037, 5.968543, 3.382605], [-1.372124, 8.121192, 3.302983], [0.732089, 8.414719, 2.045710], [2.520905, 6.851972, 0.365995], [-1.364541, -0.272100, 2.470222], [-2.363065, -1.053630, 3.113892], [-3.654279, -0.788473, 3.476751], [-4.174368, 0.555968, 3.581630], [-5.551740, 0.800492, 3.469847], [-6.056012, 2.081467, 3.524863], [-5.205804, 3.160110, 3.706993], [-3.839762, 2.939726, 3.817915], [-3.326403, 1.662046, 3.750899], [-4.616985, -1.902715, 3.574181], [-5.322504, -2.171779, 4.743811], [-6.247987, -3.200094, 4.790302], [-6.493433, -3.980617, 3.671965], [-5.798107, -3.721581, 2.502323], [-4.874633, -2.694527, 2.453021], [-6.229841, -0.028552, 3.318191], [-7.120771, 2.240473, 3.400743], [-5.605179, 4.163055, 3.743558], [-3.170896, 3.779978, 3.952592], [-2.261444, 1.500524, 3.820683], [-5.141691, -1.557966, 5.616844], [-6.793336, -3.393301, 5.704538], [-7.224132, -4.778416, 3.709010], [-5.988208, -4.314570, 1.618193], [-4.358382, -2.475449, 1.530525], [-1.551346, 1.761976, 0.824595], [-2.634697, 2.087434, 0.623653], [-3.980945, 2.449737, 0.397686], [-4.396939, 3.779366, 0.506933], [-5.718904, 4.104208, 0.276923], [-6.633047, 3.119983, -0.066834], [-6.219783, 1.801105, -0.184240], [-4.901643, 1.460759, 0.044516], [-3.679704, 4.545542, 0.761543], [-6.042268, 5.133034, 0.361987], [-7.667737, 3.381454, -0.245754], [-6.932330, 1.035509, -0.458279], [-4.565512, 0.439237, -0.052585], [-0.533859, 1.785381, -4.588487], [0.321447, 1.012031, -4.148489], [0.576237, 0.727276, -2.961490], [1.206979, 0.295726, -5.197523], [2.009853, -0.772760, -4.810172], [2.798755, -1.435364, -5.721963], [2.810001, -1.016455, -7.055894], [2.015049, 0.063266, -7.455819], [1.216706, 0.699988, -6.531068], [3.629345, -1.671936, -7.991560], [4.350461, -2.605669, -7.599569], [3.611798, -1.291651, -9.175828], [1.991807, -1.072397, -3.775365], [3.410811, -2.275344, -5.428544], [2.043942, 0.365831, -8.493015], [0.580039, 1.526011, -6.816842]], "forces_ev_per_a": [[0.850, -0.364, 0.461], [0.066, 0.102, -0.100], [0.393, -0.231, 0.447], [-0.339, -0.339, -0.283], [-0.048, 0.139, -0.146], [0.240, 0.075, 0.074], [-0.311, 0.161, 0.230], [0.308, 0.060, -0.002], [-0.093, -0.171, 0.080], [-0.069, 0.289, 0.111], [-0.135, 0.668, 1.152], [0.236, -0.903, -0.363], [0.068, -0.100, 0.046], [0.114, 0.295, 0.252], [-0.826, -0.079, -0.488], [-0.100, 0.056, 0.074], [1.069, -0.728, -0.522], [-0.045, 0.740, 0.932], [0.220, -0.422, -0.060], [-0.132, 0.313, 0.598], [-0.301, 0.099, -0.600], [0.102, -0.415, 0.096], [-0.083, 0.097, -0.362], [0.242, 0.062, 0.622], [-0.277, 0.042, -1.077], [-0.003, 0.010, 1.197], [0.264, -0.008, -0.017], [0.066, -0.390, 0.222], [-0.393, -0.002, 0.290], [0.260, -0.815, -0.981], [-0.196, 0.156, 0.642], [0.019, -0.057, 0.088], [-0.112, -0.107, 0.058], [-0.126, -0.077, 0.040], [-0.018, -0.042, 0.078], [-0.019, 0.040, -0.097], [0.548, 0.131, -0.076], [-0.084, 0.135, -0.067], [0.110, -0.106, -0.001], [0.038, 0.111, -0.111], [-0.003, 0.077, 0.014], [0.025, 0.013, -0.031], [0.201, 0.028, -0.183], [-0.025, -0.096, -0.114], [0.102, 0.055, -0.067], [0.098, -0.007, 0.009], [0.135, -0.079, 0.012], [0.095, -0.029, -0.161], [0.034, -0.155, -0.094], [-0.089, -0.019, -0.198], [-0.109, 0.023, 0.065], [-0.028, 0.148, 0.020], [-0.135, -0.080, -0.090], [-0.015, 0.099, 0.022], [-0.075, 0.225, -0.062], [-0.068, 0.130, -0.106], [0.046, -0.121, -0.051], [-0.853, -0.430, 0.183], [0.049, 0.124, -0.090], [0.494, -0.280, -0.349], [-0.322, 0.594, 0.280], [0.297, -0.253, -0.166], [-0.312, -0.202, 0.154], [0.162, 0.455, 0.014], [-0.081, -0.073, -0.009], [-0.058, -0.173, -0.017], [0.505, -0.654, -0.522], [-0.004, 0.545, 0.204], [0.094, 0.205, -0.018], [-0.658, 0.336, 0.585], [0.606, -0.305, -0.574], [-0.037, 0.895, 0.304], [0.170, 0.070, -0.065], [-0.183, -0.132, 0.100], [0.176, 0.209, -0.058], [-0.052, 0.164, 0.068], [-0.556, -0.457, 0.231], [0.202, -0.281, -0.231], [-0.002, 0.026, 0.006], [0.000, -0.027, 0.049], [-0.096, 0.012, 0.005], [0.025, -0.113, 0.010], [0.036, 0.107, -0.008], [-0.097, -0.074, 0.171], [-0.063, -0.142, 0.054], [-0.057, -0.043, 0.032], [0.007, 0.023, -0.002], [0.034, 0.051, -0.038], [-0.003, -0.161, -0.045], [0.048, 0.270, 0.332], [-0.956, -0.302, -0.075], [0.776, -0.399, -0.044], [-0.224, 0.593, -0.043], [0.177, -0.183, 0.018], [-0.118, 0.266, -0.008], [-0.114, 0.103, 0.001], [-0.085, 0.102, 0.058], [-0.046, -0.107, 0.140], [-0.060, -0.305, -0.052], [0.025, 0.023, -0.011], [-0.151, -0.041, 0.165], [-0.019, -0.059, 0.006], [-0.112, -0.133, -0.056], [-0.145, 0.174, 0.057], [0.003, -0.032, -0.017], [-0.024, 0.033, 0.037], [-0.023, 0.138, 0.002], [0.062, 0.023, 0.040], [0.097, -0.016, 0.000], [0.012, 0.021, 0.056], [-0.012, -0.006, 0.094], [-0.016, -0.031, 0.022], [0.017, -0.047, -0.072], [0.147, -0.012, -0.133], [0.258, 0.359, -0.396], [0.576, -0.089, 0.049], [-1.022, 0.197, -0.244], [0.153, -0.232, -0.058], [-0.119, 0.081, -0.041], [0.021, -0.029, 0.003], [-0.204, 0.043, -0.053], [0.205, 0.100, 0.049], [0.081, 0.031, 0.057], [0.013, 0.045, 0.015], [-0.030, 0.005, -0.008], [-0.013, -0.057, 0.002], [0.041, -0.105, 0.048], [-0.211, 0.190, -0.351], [0.036, 0.154, -0.406], [-0.110, 0.472, -0.923], [-0.024, 0.013, 0.101], [-0.217, 0.307, 0.003], [0.381, -0.220, -0.523], [-1.213, 0.973, 1.446], [0.301, -0.321, -0.299], [-0.110, 0.072, 0.134], [1.660, -1.345, -1.613], [-0.850, 1.102, -0.567], [0.028, -0.426, 1.212], [0.038, -0.061, 0.026], [0.025, -0.051, 0.096], [-0.037, 0.048, 0.026], [-0.031, 0.018, 0.018]]}